Computed, not measured: a molecular structure, C17H13BrN4O2PdS, with ωB97M-V with the def2-TZVPD basis set.

HOMO level: -6.52 eV
Energy: -112248.163 eV
Energy above the lowest of the compared OMol25 structures with the same formula, charge and spin: 64.2 kcal per mole

Each line ends with the natural charge from an NBO analysis.
Cartesian coordinates (Å):
Pd: 1.3545 0.4118 0.7567  0.41
O: -0.0398 -5.6986 0.2402  -0.64
C: 0.0997 -4.3612 0.2234  0.37
C: -0.8120 -3.4948 -0.4000  -0.34
C: -0.6093 -2.1359 -0.3190  0.09
N: 0.4351 -1.5861 0.3012  -0.53
C: 1.3343 -2.4257 0.8310  0.19
Br: 2.9010 -1.5342 1.5066  0.15
C: 1.2189 -3.7961 0.8420  -0.33
H: -0.8405 -5.9825 -0.2199  0.49
H: -1.6639 -3.8837 -0.9375  0.23
H: -1.2945 -1.4374 -0.7763  0.22
H: 1.9625 -4.4183 1.3087  0.25
C: 3.1860 0.7026 -4.5520  -0.19
C: 3.0339 2.0700 -4.3509  -0.21
C: 2.5395 2.5630 -3.1638  -0.21
C: 2.1845 1.6694 -2.1332  0.16
C: 2.3431 0.2831 -2.3524  -0.20
C: 2.8487 -0.1864 -3.5389  -0.21
N: 1.7419 2.0194 -0.9147  -0.31
N: 1.5882 3.2340 -0.4748  0.02
C: 0.1144 2.9442 1.3744  0.13
C: -0.7771 3.8770 1.8806  -0.22
C: -1.9539 3.4279 2.4588  -0.24
C: -2.2297 2.0741 2.5382  -0.20
C: -1.3470 1.1414 2.0052  -0.26
C: -0.1820 1.5829 1.4083  -0.28
H: 3.5665 0.3297 -5.4898  0.22
H: 3.3193 2.7496 -5.1423  0.22
H: 2.4279 3.6220 -2.9919  0.23
H: 2.0519 -0.3966 -1.5447  0.21
H: 2.9774 -1.2472 -3.6913  0.21
H: -0.5466 4.9295 1.8335  0.22
H: -2.6549 4.1377 2.8696  0.21
H: -3.1341 1.7324 3.0208  0.20
H: -1.5800 0.0819 2.0656  0.20
O: 2.3397 2.0823 2.9962  -0.94
S: 2.5273 2.1520 1.5609  1.18
N: 1.4123 3.2950 0.8818  -0.51